Entry 1:
Entry from OMol25: the ion C4H4IO2 with charge -1 in a non-equilibrium geometry (wB97M-V/def2-TZVPD).

## Properties
E_LUMO, eV: 3.030
Kohn-Sham gap, eV: 7.13
Total charge: -1
SMILES: C/C(I)=C/C(=O)[O-]
Molecular weight, g/mol: 210.98
E_HOMO, eV: -4.102
Energy relative to the best compared isomer or geometry (same formula, charge and spin), kcal/mol: 0.00

Each line ends with the natural charge from an NBO analysis.
Positions of all 11 atoms, in Å:
1 C -1.03561 -0.13917 -1.47246  -0.67
2 C -0.01422 0.16308 -0.44412  -0.08
3 I 1.25085 1.80726 -1.12406  0.04
4 C 0.12664 -0.46546 0.75362  -0.34
5 C 1.10008 0.09469 1.88345  0.74
6 O 1.93470 0.96806 1.60600  -0.76
7 O 0.97967 -0.51112 2.94558  -0.76
8 H -1.79956 0.69444 -1.45057  0.21
9 H -1.38382 -1.04642 -1.11112  0.21
10 H -0.64635 -0.22363 -2.50758  0.21
11 H -0.51237 -1.34173 0.92127  0.20

---

Entry 2:
Entry from OMol25: the molecule C3H5NO2 in a non-equilibrium geometry (wB97M-V/def2-TZVPD).

## Properties
E_LUMO, eV: -0.071
Kohn-Sham gap, eV: 9.61
Total charge: 0
SMILES: CNC(=O)C=O
Molecular weight, g/mol: 87.08
E_HOMO, eV: -9.681
Energy relative to the best compared isomer or geometry (same formula, charge and spin), kcal/mol: 33.10

Each line ends with the natural charge from an NBO analysis.
Positions of all 11 atoms, in Å:
1 C -1.03170 1.36829 -0.08929  -0.42
2 N 0.05142 0.42770 -0.07923  -0.59
3 C -0.05076 -0.87014 0.16223  0.55
4 O -1.06460 -1.50809 0.42724  -0.62
5 C 1.46006 -1.50652 0.04802  0.37
6 O 2.47975 -0.90919 -0.22140  -0.50
7 H -1.95087 0.82298 0.13259  0.24
8 H -0.87065 2.13674 0.67092  0.20
9 H -1.11343 1.83655 -1.07332  0.20
10 H 1.00349 0.69770 -0.27283  0.41
11 H 1.08727 -2.49603 0.29507  0.15

---

Entry 3:
Entry from OMol25: a cluster of 2 separate species, C3H2FNOS2 in total in a non-equilibrium geometry (wB97M-V/def2-TZVPD).

## Properties
E_LUMO, eV: -1.826
Kohn-Sham gap, eV: 7.45
Total charge: 0
Molecular weight, g/mol: 151.19
E_HOMO, eV: -9.274
Energy relative to the best compared isomer or geometry (same formula, charge and spin), kcal/mol: 113.15

Each line ends with the natural charge from an NBO analysis.
Positions of all 10 atoms, in Å:
1 C -1.10301 -0.63850 -0.38743  0.02
2 C 1.05683 -0.71228 0.00547  0.63
3 C 0.17256 0.17270 -0.17158  -0.34
4 H -2.24553 1.64377 1.36228  0.18
5 H 1.98104 1.82929 -0.19579  0.14
6 N -0.83401 -1.89013 -0.31359  -0.09
7 O 0.55549 -1.94307 -0.20140  -0.30
8 F 2.35994 -0.59454 0.20344  -0.28
9 S -2.63917 0.24042 -0.00734  0.02
10 S 0.69586 1.89233 -0.29406  0.03

---

Entry 4:
Entry from OMol25: a cluster of 2 separate species, C3H10N2O2 in total in a non-equilibrium geometry (wB97M-V/def2-TZVPD).

## Properties
E_LUMO (spin up / spin down), eV: -0.024 / -1.270
Kohn-Sham gap (spin up / spin down), eV: 8.88 / 7.07
Total charge: 0
Molecular weight, g/mol: 106.12
E_HOMO (spin up / spin down), eV: -8.908 / -8.341
Energy relative to the best compared isomer or geometry (same formula, charge and spin), kcal/mol: 163.37

Each line ends with the natural charge from an NBO analysis.
Positions of all 17 atoms, in Å:
1 C -0.46285 0.67221 -0.82009  -0.15
2 C -1.08138 1.05384 1.59066  -0.44
3 C 1.72138 -0.21702 -0.49759  -0.50
4 N 0.67374 0.05654 -1.38325  -0.20
5 N -1.01562 0.12014 0.48045  -0.01
6 O -0.36945 -1.90347 -1.36887  -0.95
7 O -0.40649 -1.04503 0.88569  -0.46
8 H 0.42176 -2.39117 -1.61779  0.47
9 H -0.46885 -1.73239 -0.26193  0.49
10 H -0.18692 1.71330 -0.62397  0.22
11 H -1.27631 0.63424 -1.54582  0.23
12 H -1.65044 0.58053 2.38952  0.23
13 H -1.59461 1.95891 1.26349  0.21
14 H -0.09104 1.32630 1.98145  0.20
15 H 1.17360 -0.78034 0.49174  0.25
16 H 2.54252 -0.71915 -1.00541  0.21
17 H 2.07095 0.67257 0.04172  0.21

---

Entry 5:
Entry from OMol25: a structure of composition C4H2KLiO2 in a non-equilibrium geometry (wB97M-V/def2-TZVPD).

## Properties
E_LUMO, eV: -0.374
Kohn-Sham gap, eV: 6.01
Total charge: 0
Molecular weight, g/mol: 128.10
E_HOMO, eV: -6.379
Energy relative to the best compared isomer or geometry (same formula, charge and spin), kcal/mol: 64.05

Each line ends with the Mulliken charge.
Positions of all 10 atoms, in Å:
1 C 1.72995 -0.20533 0.25110  0.62
2 C 1.06837 -0.40678 -0.82978  -1.23
3 O 1.60533 -0.08823 1.46548  -0.68
4 Li 0.16940 -0.02201 2.66407  0.82
5 H 1.21091 -0.96993 -1.74741  0.42
6 C -1.19350 -0.58975 0.36966  -1.16
7 C -1.65980 0.59372 0.07057  0.79
8 O -1.54684 1.40759 -0.88253  -0.77
9 K 0.29353 1.81626 -1.94346  0.91
10 H -1.67734 -1.53553 0.58230  0.28

---

Entry 6:
Entry from OMol25: the ion C3H6NS2 with charge +1 in a non-equilibrium geometry (wB97M-V/def2-TZVPD).

## Properties
E_LUMO, eV: -4.473
Kohn-Sham gap, eV: 8.64
Total charge: +1
SMILES: S=C1C[NH2+]CS1
Molecular weight, g/mol: 120.22
E_HOMO, eV: -13.111
Energy relative to the best compared isomer or geometry (same formula, charge and spin), kcal/mol: 27.16

Each line ends with the natural charge from an NBO analysis.
Positions of all 12 atoms, in Å:
1 S -1.72863 -0.02317 -2.60484  0.29
2 C -0.64173 -0.13370 -1.47050  -0.43
3 C -1.04188 0.05726 0.20807  -0.28
4 N 0.22786 -0.40347 0.84309  -0.52
5 C 1.23366 0.35911 0.19519  -0.37
6 S 1.10219 -0.34358 -1.53324  0.38
7 H -1.10617 1.10415 0.45888  0.24
8 H -1.94329 -0.60392 0.54916  0.28
9 H 0.31337 -0.37935 1.86351  0.45
10 H 0.28640 -1.34674 0.60422  0.44
11 H 0.98367 1.39051 0.32273  0.24
12 H 2.31454 0.32289 0.56371  0.28